{"formula": "C38H37O2PPdSSi", "method": "ωB97M-V/def2-TZVPD", "species": ["Pd", "O", "C", "C", "C", "C", "C", "C", "C", "P", "C", "C", "C", "C", "C", "C", "C", "C", "C", "C", "C", "C", "H", "H", "H", "H", "H", "H", "H", "H", "H", "H", "H", "H", "H", "H", "O", "S", "C", "C", "C", "C", "C", "C", "C", "C", "C", "C", "C", "C", "C", "C", "H", "H", "H", "H", "H", "H", "H", "H", "H", "H", "H", "H", "H", "H", "C", "Si", "C", "C", "C", "C", "H", "H", "H", "H", "H", "H", "H", "H", "H"], "coordinates": [[-0.59239, -0.64019, -0.13565], [1.59781, 0.19533, 1.19344], [0.41223, 0.26514, 1.17712], [-0.34493, 1.16621, 2.13613], [0.28282, 1.61235, 3.29043], [-0.42648, 2.38610, 4.19581], [-1.75174, 2.72347, 3.94779], [-2.36595, 2.30635, 2.77542], [-1.65021, 1.54122, 1.86273], [-2.25915, 0.99689, 0.24356], [-4.04478, 0.76846, 0.45732], [-4.99533, 1.69652, 0.04026], [-6.34368, 1.46001, 0.27660], [-6.74530, 0.30442, 0.92988], [-5.79993, -0.62411, 1.34601], [-4.45497, -0.39782, 1.10446], [-2.09997, 2.47309, -0.81403], [-2.51731, 2.35080, -2.14206], [-2.33226, 3.39058, -3.03716], [-1.70401, 4.56028, -2.62317], [-1.27772, 4.68325, -1.31136], [-1.48057, 3.64707, -0.40579], [1.30881, 1.32259, 3.47511], [0.05069, 2.71681, 5.10925], [-2.30334, 3.31609, 4.66598], [-3.39261, 2.58349, 2.56637], [-4.68658, 2.60290, -0.46327], [-7.07976, 2.18355, -0.04925], [-7.79686, 0.12389, 1.11174], [-6.11081, -1.52928, 1.85109], [-3.71437, -1.12781, 1.41398], [-2.98690, 1.43048, -2.47597], [-2.67287, 3.28967, -4.06044], [-1.54791, 5.36965, -3.32440], [-0.78473, 5.58932, -0.98337], [-1.14302, 3.75766, 0.61701], [0.79342, 0.37872, -2.15877], [-0.21072, -0.39156, -2.95491], [0.55094, -1.98428, -3.38502], [-0.49514, -2.99140, -3.76260], [-0.74719, -3.30055, -5.09504], [-1.74433, -4.20548, -5.43241], [-2.50016, -4.80658, -4.43616], [-2.24770, -4.50875, -3.10307], [-1.25023, -3.60689, -2.76503], [-0.31450, 0.38673, -4.60047], [1.00551, 0.54465, -5.29004], [1.96264, 1.42172, -4.78334], [3.19689, 1.53983, -5.40419], [3.48657, 0.79320, -6.53816], [2.53418, -0.07324, -7.05471], [1.30131, -0.19699, -6.43019], [1.05226, -2.24766, -2.45035], [1.29722, -1.82210, -4.16264], [-0.14411, -2.84503, -5.87143], [-1.92564, -4.44571, -6.47225], [-3.27694, -5.51367, -4.69711], [-2.82364, -4.98704, -2.32103], [-1.02983, -3.40011, -1.72192], [-0.77602, 1.35064, -4.37886], [-1.02315, -0.21146, -5.17769], [1.74074, 1.99290, -3.89179], [3.93683, 2.21748, -4.99856], [4.45086, 0.88974, -7.01988], [2.74933, -0.65135, -7.94403], [0.55394, -0.86535, -6.84173], [-0.73036, -6.29022, 1.62188], [0.81952, -5.25456, 1.42002], [1.90894, -6.03224, 0.10956], [1.74173, -5.18851, 3.04697], [0.35653, -3.57296, 0.89571], [-0.00110, -2.46709, 0.51354], [-0.48817, -7.30427, 1.94957], [-1.26909, -6.35720, 0.67420], [-1.40057, -5.84250, 2.35822], [2.20328, -7.04746, 0.38694], [2.81464, -5.44056, -0.03686], [1.38058, -6.07801, -0.84534], [1.98105, -6.19425, 3.40127], [1.14209, -4.68908, 3.81039], [2.67455, -4.63176, 2.93880]], "forces_ev_per_angstrom": [[-1.207, -0.481, -0.055], [-0.039, -0.074, -0.107], [0.522, 0.632, 0.784], [0.046, -0.155, -0.084], [0.072, -0.049, 0.122], [0.063, -0.016, 0.019], [-0.038, -0.024, -0.067], [0.049, 0.116, 0.005], [-0.356, -0.034, -0.080], [0.674, 0.311, -0.268], [-0.005, -0.146, -0.002], [-0.013, -0.033, 0.075], [0.036, 0.012, -0.007], [-0.001, -0.004, 0.001], [0.001, -0.007, 0.003], [0.004, -0.011, -0.031], [-0.144, -0.017, -0.033], [0.020, 0.007, -0.009], [0.000, 0.014, 0.010], [-0.013, -0.014, -0.009], [-0.007, -0.014, 0.037], [0.015, 0.046, -0.007], [-0.008, 0.013, 0.007], [0.006, -0.003, -0.005], [-0.002, -0.004, 0.002], [0.003, -0.011, -0.009], [0.003, 0.013, -0.011], [0.001, -0.001, 0.000], [0.001, 0.001, 0.001], [-0.002, 0.004, -0.002], [0.004, 0.003, -0.005], [-0.009, 0.006, 0.006], [0.003, 0.001, 0.001], [0.001, -0.001, 0.001], [-0.002, -0.002, -0.003], [0.005, -0.002, -0.006], [-0.001, 0.085, -0.256], [0.005, -0.098, 0.165], [0.114, 0.010, 0.017], [-0.034, 0.024, 0.011], [-0.006, 0.012, 0.017], [-0.009, -0.012, 0.016], [0.011, 0.013, -0.008], [0.013, 0.006, -0.008], [0.008, -0.033, -0.017], [-0.029, 0.034, -0.046], [-0.019, -0.012, 0.029], [0.013, -0.001, 0.006], [-0.013, -0.001, 0.002], [-0.011, -0.003, 0.002], [-0.002, 0.012, 0.009], [0.013, 0.005, -0.014], [-0.018, -0.023, -0.009], [0.030, 0.002, 0.009], [0.002, 0.007, -0.012], [0.000, 0.001, 0.001], [0.000, -0.001, -0.001], [0.003, 0.002, 0.000], [-0.018, 0.004, -0.009], [-0.002, 0.001, 0.003], [0.020, -0.023, 0.009], [0.004, -0.003, -0.001], [-0.002, -0.001, 0.000], [-0.002, -0.002, -0.001], [-0.003, -0.002, 0.002], [-0.002, -0.008, 0.003], [0.011, 0.014, -0.003], [0.010, -0.020, -0.014], [-0.009, 0.004, 0.007], [0.001, 0.015, 0.004], [-0.164, 0.076, -0.042], [0.400, -0.141, -0.138], [-0.009, 0.004, -0.006], [-0.008, -0.006, 0.007], [-0.001, -0.008, -0.002], [0.000, 0.005, -0.009], [0.000, -0.006, -0.004], [0.011, -0.008, -0.004], [0.008, 0.011, 0.004], [0.002, -0.013, 0.002], [-0.005, -0.003, 0.005]], "mol_weight_g_mol": 723.259, "homo_lumo_gap_ev": 7.81, "relative_energy_ev": 0.0000, "e_homo_ev": -7.8, "e_tot_ha": -2777.58866}

{"formula": "C38H38AsCaN5O11P2", "method": "ωB97M-V/def2-TZVPD", "species": ["Ca", "C", "C", "N", "C", "C", "C", "C", "C", "C", "C", "C", "C", "N", "C", "H", "H", "H", "H", "H", "H", "H", "H", "O", "C", "C", "C", "C", "C", "C", "N", "H", "H", "H", "H", "H", "H", "H", "N", "C", "C", "P", "O", "O", "O", "P", "O", "O", "O", "H", "H", "H", "H", "H", "H", "H", "H", "O", "As", "C", "C", "C", "C", "C", "C", "C", "C", "C", "C", "C", "C", "C", "C", "C", "C", "C", "C", "H", "H", "H", "H", "H", "H", "H", "H", "H", "H", "H", "H", "H", "H", "H", "O", "N", "O", "O"], "coordinates": [[0.87556, -0.21336, 0.34985], [-3.20892, 1.78974, 1.67188], [-2.17088, 1.01615, 1.13084], [-0.90951, 1.19277, 1.45303], [-0.57959, 2.13876, 2.35202], [-1.54710, 2.96122, 2.94705], [-2.89063, 2.76409, 2.57741], [-1.15837, 3.96367, 3.89578], [0.13704, 4.12804, 4.22967], [1.15432, 3.30116, 3.64774], [2.51119, 3.44438, 3.99065], [3.44303, 2.62616, 3.41359], [3.00603, 1.66309, 2.49263], [1.74628, 1.50218, 2.15652], [0.81515, 2.30743, 2.71582], [-4.22870, 1.60417, 1.36596], [-2.38935, 0.22420, 0.42039], [-3.65763, 3.38765, 3.02134], [-1.93086, 4.58182, 4.33674], [0.43630, 4.88236, 4.94710], [2.79764, 4.20195, 4.71077], [4.49598, 2.70476, 3.64467], [3.72191, 0.99969, 2.01969], [-2.18856, 1.87849, -2.31998], [-3.29407, 1.57146, -3.12997], [-3.47851, 0.07365, -3.24078], [-4.50607, -0.49778, -3.97993], [-4.59205, -1.87803, -4.02105], [-3.65992, -2.63254, -3.32275], [-2.67453, -1.97552, -2.60543], [-2.58642, -0.64490, -2.57209], [-1.78015, 1.00585, -2.12975], [-3.16248, 1.98652, -4.13793], [-4.19972, 2.02472, -2.71133], [-5.21300, 0.13056, -4.50794], [-5.37735, -2.36028, -4.58962], [-3.69032, -3.71313, -3.32646], [-1.93260, -2.51964, -2.03850], [1.58587, -3.97256, 1.23121], [0.34268, -4.00236, 0.35501], [-0.08527, -5.44979, 0.16772], [-0.89826, -2.98450, 1.29541], [-1.09797, -3.95381, 2.59261], [-2.15969, -2.88910, 0.53248], [-0.10973, -1.80952, 1.79572], [0.77703, -3.22871, -1.29760], [2.41017, -3.29904, -1.14500], [0.37310, -4.05181, -2.45351], [0.35131, -1.79969, -1.16264], [1.33939, -4.24930, 2.18343], [2.01261, -3.02311, 1.26628], [2.29460, -4.60378, 0.85968], [-0.28812, -5.93321, 1.12529], [0.66860, -6.01955, -0.38132], [-0.99423, -5.46435, -0.43038], [-2.00093, -4.29089, 2.62150], [2.80254, -3.60776, -1.97125], [0.86485, 1.78745, -0.93349], [2.02532, 2.36578, -1.95772], [2.45459, 1.08406, -3.31261], [3.50502, 1.27980, -4.20302], [3.74946, 0.33179, -5.18474], [2.94361, -0.79766, -5.27645], [1.88710, -0.97969, -4.39602], [1.63640, -0.03177, -3.41250], [3.59162, 2.90329, -0.98407], [4.79188, 2.21059, -1.09375], [5.87895, 2.59559, -0.32090], [5.76733, 3.66886, 0.55252], [4.56363, 4.35107, 0.66994], [3.47169, 3.96417, -0.09224], [1.39008, 3.92967, -2.87423], [2.19082, 5.05240, -3.05017], [1.69705, 6.14921, -3.74464], [0.40822, 6.12093, -4.25671], [-0.38998, 4.99942, -4.07318], [0.09597, 3.89943, -3.38228], [4.13322, 2.16132, -4.14044], [4.56940, 0.47344, -5.87690], [3.14155, -1.53780, -6.04148], [1.25757, -1.85954, -4.45540], [0.82055, -0.18841, -2.71981], [4.86760, 1.34856, -1.74278], [6.80852, 2.04694, -0.39631], [6.61883, 3.96928, 1.15025], [4.46942, 5.17760, 1.36264], [2.52762, 4.48666, 0.01806], [3.19984, 5.07941, -2.65820], [2.32151, 7.02246, -3.88254], [0.02191, 6.97634, -4.79620], [-1.39988, 4.98097, -4.46252], [-0.54724, 3.04654, -3.19902], [4.79264, -1.36919, 0.28141], [3.63164, -1.02553, 0.30842], [3.13770, -0.23721, -0.52833], [2.83657, -1.43657, 1.21996]], "forces_ev_per_angstrom": [[-0.160, 0.576, 0.398], [0.036, -0.003, -0.016], [-0.033, 0.027, 0.020], [0.121, -0.203, -0.072], [-0.093, 0.069, -0.045], [-0.025, -0.001, -0.022], [-0.002, -0.020, 0.010], [0.045, 0.003, 0.003], [-0.054, 0.011, 0.003], [0.056, 0.001, 0.007], [-0.006, -0.028, -0.013], [-0.021, -0.003, -0.010], [0.015, -0.040, -0.003], [-0.208, -0.117, -0.121], [0.067, 0.064, 0.047], [-0.003, 0.014, 0.011], [0.007, -0.006, -0.003], [-0.003, -0.002, -0.002], [0.011, 0.007, 0.003], [-0.007, 0.003, -0.001], [0.008, -0.002, -0.001], [-0.003, 0.010, 0.012], [0.003, 0.008, 0.007], [0.013, -0.077, -0.054], [0.004, 0.012, -0.051], [-0.092, -0.017, 0.048], [0.032, 0.004, -0.006], [0.005, 0.009, 0.007], [-0.003, -0.008, 0.015], [0.043, -0.049, -0.024], [0.014, -0.032, -0.001], [-0.020, 0.206, 0.099], [0.011, 0.021, 0.010], [0.007, -0.019, 0.011], [0.000, -0.011, -0.003], [0.003, -0.004, 0.001], [0.000, 0.008, 0.000], [-0.025, 0.018, 0.008], [-0.012, -0.065, 0.019], [0.107, -0.142, -0.049], [0.005, 0.001, -0.002], [-0.068, -0.082, -0.185], [0.026, -0.029, 0.152], [-0.018, 0.042, 0.034], [0.063, 0.137, -0.169], [0.183, -0.131, 0.211], [0.004, -0.047, -0.063], [-0.190, -0.053, 0.061], [0.043, 0.189, -0.180], [-0.032, 0.007, -0.016], [-0.004, -0.014, 0.010], [0.013, 0.044, -0.033], [0.017, 0.008, 0.007], [0.001, 0.013, -0.001], [-0.006, -0.007, 0.003], [0.054, -0.003, -0.084], [-0.055, 0.031, 0.030], [-0.204, -0.319, 0.035], [0.020, 0.058, 0.010], [0.020, 0.043, -0.010], [0.005, -0.023, -0.040], [-0.004, 0.006, 0.015], [-0.002, -0.005, -0.001], [0.010, 0.005, 0.010], [0.026, -0.032, -0.002], [0.069, -0.071, -0.084], [-0.013, 0.000, 0.046], [-0.001, 0.010, 0.007], [0.001, -0.013, -0.008], [-0.016, 0.001, -0.003], [-0.002, 0.067, 0.009], [0.064, 0.084, 0.084], [0.034, -0.004, -0.116], [0.014, -0.023, 0.006], [-0.003, -0.003, 0.002], [0.012, -0.006, -0.004], [-0.062, 0.032, 0.068], [-0.008, 0.013, 0.027], [-0.002, -0.005, -0.004], [0.001, 0.003, -0.002], [0.001, -0.003, -0.007], [0.000, 0.016, -0.023], [0.004, 0.009, -0.015], [0.006, 0.005, 0.003], [0.000, -0.001, -0.001], [0.006, 0.001, 0.000], [-0.011, -0.011, -0.037], [0.008, -0.016, 0.035], [-0.010, 0.006, -0.004], [0.007, 0.004, 0.001], [0.001, 0.008, 0.000], [0.004, -0.030, 0.001], [-0.046, 0.014, -0.020], [0.016, -0.132, -0.005], [0.193, 0.099, -0.143], [-0.014, -0.115, 0.154]], "mol_weight_g_mol": 917.694, "homo_lumo_gap_ev": 8.92, "relative_energy_ev": 0.1951, "e_homo_ev": -8.9, "e_tot_ha": -6168.73775}